<A>
7 unconnected molecules or ions with the total composition H14O7, computed with ωB97M-V/def2-TZVPD.

Cartesian coordinates (Å):
H (0.89794, -0.08695, -1.16102)
H (0.18892, 0.47036, 0.06239)
H (2.21386, 2.99949, -2.13013)
H (0.70872, 2.87979, -2.30416)
H (3.09929, -0.91959, 1.94281)
H (1.82932, -1.00982, 1.11269)
H (0.85339, -0.27892, -5.15880)
H (1.22168, -0.12944, -6.62579)
H (-3.50324, -1.60368, 1.52418)
H (-2.69830, -2.74264, 2.12825)
H (-2.60814, 0.43856, 1.20491)
H (-1.67525, 1.60653, 0.92996)
H (-0.04397, -0.02970, 4.65477)
H (-0.50337, -1.25835, 3.88704)
O (0.32388, -0.34625, -0.43150)
O (1.54089, 2.49218, -2.59783)
O (2.14296, -1.00808, 2.02408)
O (1.44601, -0.62976, -5.83311)
O (-2.76834, -1.78137, 2.12197)
O (-2.60194, 1.34616, 0.88055)
O (-0.06430, -0.40852, 3.76873)

The structure (SMILES) is O.O.O.O.O.O.O. The value obtained for the HOMO energy is -10.80 eV. As for the LUMO energy: 0.22 eV. Its charge is 0. Its HOMO-LUMO gap is 11.0193 eV.


<B>
7 unconnected molecules or ions with the total composition H14O7, computed with ωB97M-V/def2-TZVPD.

Cartesian coordinates (Å):
H (1.16179, 0.40706, -1.47614)
H (-0.18582, 1.02449, -1.14032)
H (-3.05984, 0.50596, 2.52167)
H (-3.87881, 0.45161, 1.24246)
H (2.48107, -2.28041, 2.59663)
H (2.44338, -0.76495, 2.48716)
H (-1.95136, -3.45158, -1.96945)
H (-2.89483, -3.54491, -0.78152)
H (1.21632, -2.56463, -1.87557)
H (-0.01811, -2.51607, -0.99021)
H (-4.33869, 3.84840, 0.07632)
H (-2.84073, 4.10446, 0.05180)
H (5.20210, 3.08617, -1.22921)
H (4.44939, 1.78752, -0.99050)
O (0.49200, 0.43931, -0.78380)
O (-3.06506, 0.11999, 1.63850)
O (3.03979, -1.51798, 2.40817)
O (-2.07512, -3.12798, -1.07003)
O (0.81330, -2.05924, -1.16063)
O (-3.50699, 3.46493, -0.22404)
O (4.57886, 2.66933, -0.62356)

The structure (SMILES) is O.O.O.O.O.O.O. The value obtained for the HOMO energy is -10.07 eV. As for the LUMO energy: 0.60 eV. Its charge is 0. Its HOMO-LUMO gap is 10.6663 eV.


<C>
7 unconnected molecules or ions with the total composition H14O7, computed with ωB97M-V/def2-TZVPD.

Cartesian coordinates (Å):
H (-0.02291, -0.62577, -0.83191)
H (-0.13344, 0.51423, 0.16720)
H (-3.61790, -1.21791, -1.31014)
H (-2.30394, -1.97756, -1.39074)
H (-2.24396, 2.25106, 0.21705)
H (-2.29449, 2.65841, 1.68046)
H (1.89552, -0.79808, 2.44280)
H (1.50207, 0.30360, 1.47247)
H (4.30852, -1.69344, -1.05624)
H (4.85030, -0.28520, -0.87355)
H (-1.22525, -2.83948, 0.29773)
H (-1.34206, -1.43192, 0.85913)
H (-0.41859, 2.24215, -0.88627)
H (0.83534, 1.98316, -1.70520)
O (-0.18608, 0.32251, -0.77591)
O (-2.67829, -1.13415, -1.11236)
O (-1.68327, 2.37509, 0.99116)
O (1.67081, 0.13852, 2.40695)
O (4.03984, -0.80242, -0.80548)
O (-1.48841, -2.35639, 1.08916)
O (0.53620, 2.37360, -0.87630)

The structure (SMILES) is O.O.O.O.O.O.O. The value obtained for the HOMO energy is -9.77 eV. As for the LUMO energy: 0.15 eV. Its charge is 0. Its HOMO-LUMO gap is 9.9200 eV.


Relative energies in kJ/mol: <A> 0.0; <B> 30.6; <C> 89.3


<A>
7 unconnected molecules or ions with the total composition H14O7, computed with ωB97M-V/def2-TZVPD.

Cartesian coordinates (Å):
H (-0.14781, 0.34732, 0.27381)
H (-0.12925, -0.62131, -0.89729)
H (2.19000, -5.27951, -1.35434)
H (0.92605, -4.81911, -0.64688)
H (2.31395, -1.36514, 0.79650)
H (2.91555, -0.49053, -0.29124)
H (0.71019, 3.02839, 0.07553)
H (0.66326, 2.94504, -1.44134)
H (-2.29257, 2.98794, 3.12150)
H (-2.51088, 4.01220, 2.02001)
H (1.60705, -1.43527, -1.87935)
H (1.96178, -0.13765, -2.58675)
H (-4.26073, 2.38150, 1.55763)
H (-4.28387, 1.73007, 0.18463)
O (0.25673, -0.47439, -0.02641)
O (1.44017, -5.60955, -0.84657)
O (2.08608, -0.67466, 0.16380)
O (0.93461, 2.44861, -0.66101)
O (-2.73246, 3.10878, 2.27245)
O (2.26612, -0.73209, -1.89175)
O (-4.20909, 1.52280, 1.12294)

The structure (SMILES) is O.O.O.O.O.O.O. The value obtained for the HOMO energy is -8.36 eV. As for the LUMO energy: 0.11 eV. Its charge is 0. Its HOMO-LUMO gap is 8.4718 eV.


<B>
7 unconnected molecules or ions with the total composition H14O7, computed with ωB97M-V/def2-TZVPD.

Cartesian coordinates (Å):
H (0.22684, -1.10052, 0.05326)
H (-0.01954, 0.38226, 0.27845)
H (1.03169, -3.60889, 1.71644)
H (0.02189, -2.95692, 2.64664)
H (-1.05449, 4.59511, 0.10354)
H (-0.59629, 3.51231, 1.06667)
H (1.10655, -2.69528, -1.20203)
H (0.02699, -2.67890, -2.27176)
H (2.86862, -0.22986, 1.48520)
H (2.62947, -0.21112, -0.01563)
H (-3.38022, -1.30699, -1.65691)
H (-4.30270, -0.25825, -1.05754)
H (-0.39866, 1.57496, -1.00633)
H (0.53464, 2.04290, -2.11088)
O (0.64314, -0.30593, 0.40584)
O (0.96754, -3.10785, 2.53731)
O (-0.78757, 4.45578, 1.01914)
O (0.19921, -2.41205, -1.36175)
O (2.90749, 0.35051, 0.71667)
O (-3.37111, -0.48812, -1.14861)
O (-0.39555, 1.87505, -1.92225)

The structure (SMILES) is O.O.O.O.O.O.O. The value obtained for the HOMO energy is -10.26 eV. As for the LUMO energy: -0.05 eV. Its charge is 0. Its HOMO-LUMO gap is 10.2144 eV.


<C>
7 unconnected molecules or ions with the total composition H14O7, computed with ωB97M-V/def2-TZVPD.

Cartesian coordinates (Å):
O (-14.05685, -23.83524, 16.26323)
H (-14.24150, -23.19943, 15.56749)
H (-13.68024, -24.60667, 15.81545)
O (-10.36693, -23.74584, 15.47069)
H (-11.03587, -24.40465, 15.21398)
H (-10.85051, -23.09787, 15.99006)
O (-12.01166, -29.31943, 16.47181)
H (-11.89202, -30.19223, 16.85555)
H (-11.33646, -29.24763, 15.78634)
O (-10.35379, -28.05735, 14.42271)
H (-9.51460, -28.19326, 13.97116)
H (-11.01425, -28.31577, 13.76826)
O (-13.50063, -27.11730, 10.55246)
H (-13.58854, -26.80433, 9.64834)
H (-13.63343, -26.33730, 11.11012)
O (-12.29911, -25.66011, 14.72072)
H (-12.82556, -25.48233, 13.92488)
H (-12.14204, -26.61180, 14.70056)
O (-14.21209, -25.17432, 12.57873)
H (-14.41842, -24.23361, 12.54749)
H (-15.06517, -25.62228, 12.63308)

The structure (SMILES) is O.O.O.O.O.O.O. The value obtained for the HOMO energy is -10.43 eV. As for the LUMO energy: -0.09 eV. Its charge is 0. Its HOMO-LUMO gap is 10.3375 eV.


<D>
7 unconnected molecules or ions with the total composition H14O7, computed with ωB97M-V/def2-TZVPD.

Cartesian coordinates (Å):
O (2.01939, -0.60062, 0.47354)
H (2.55170, -1.36132, 0.20930)
H (2.27334, 0.09470, -0.14576)
O (-0.24877, -2.74790, -2.94144)
H (-0.55508, -2.52882, -2.05294)
H (-0.83828, -2.25437, -3.51699)
O (-0.53203, -0.58671, -0.89066)
H (-0.77130, 0.34565, -0.81892)
H (0.24924, -0.68360, -0.32897)
O (-0.78370, 2.36809, -0.75200)
H (-0.18994, 3.08796, -0.52104)
H (-0.96151, 2.48977, -1.69128)
O (1.28338, 0.90881, 2.84626)
H (1.76336, 0.57450, 2.07809)
H (1.92464, 0.92616, 3.56184)
O (1.34719, -2.47107, 2.92128)
H (1.30997, -1.83953, 2.19565)
H (1.86803, -2.03016, 3.59734)
O (-3.74727, 2.45576, -1.47913)
H (-4.67876, 2.22557, -1.41733)
H (-3.28360, 1.62710, -1.32684)

The structure (SMILES) is O.O.O.O.O.O.O. The value obtained for the HOMO energy is -10.81 eV. As for the LUMO energy: -0.01 eV. Its charge is 0. Its HOMO-LUMO gap is 10.7965 eV.


Relative energies in kJ/mol: <A> 418.2; <B> 110.0; <C> 0.0; <D> 23.0


<A>
7 unconnected molecules or ions with the total composition H14O7, computed with ωB97M-V/def2-TZVPD.

Cartesian coordinates (Å):
O (15.99942, 3.99087, -2.45902)
H (15.65187, 3.78100, -3.32585)
H (16.72478, 4.59151, -2.63026)
O (13.37638, 1.91366, -4.16430)
H (13.01511, 1.79449, -3.28594)
H (12.64005, 1.74358, -4.75176)
O (15.24904, 3.49712, -5.16652)
H (14.62393, 2.78981, -5.00783)
H (14.78233, 4.29216, -4.90897)
O (16.09132, 2.37649, -7.51876)
H (16.74985, 2.91500, -7.95760)
H (16.05499, 2.72139, -6.62659)
O (13.94486, 5.71379, -4.90426)
H (13.26419, 5.95768, -5.53151)
H (14.65379, 6.33648, -5.06522)
O (16.20070, 1.16841, -2.92984)
H (15.75477, 0.53847, -3.49601)
H (16.89726, 1.53158, -3.47679)
O (13.36483, 1.25742, -7.05648)
H (12.54413, 1.72120, -6.89037)
H (13.38316, 0.55986, -6.40127)

The structure (SMILES) is O.O.O.O.O.O.O. The value obtained for the HOMO energy is -10.30 eV. As for the LUMO energy: 0.01 eV. Its charge is 0. Its HOMO-LUMO gap is 10.3113 eV.


<B>
A molecular structure, H14O7, computed with ωB97M-V/def2-TZVPD.

Cartesian coordinates (Å):
O (4.38253, 9.87580, -0.79997)
H (5.00613, 10.10338, -0.11037)
H (4.81796, 10.13447, -1.61221)
O (1.22318, 10.27103, 1.35534)
H (1.85534, 10.21037, 2.07153)
H (0.53822, 9.64347, 1.58604)
O (2.14798, 10.30634, -0.66790)
H (1.93481, 10.41782, 0.25858)
H (3.10475, 10.29550, -0.69439)
O (2.18523, 12.67913, -1.44489)
H (2.68945, 12.34991, -0.70084)
H (1.87182, 13.53794, -1.16125)
O (0.68079, 8.71679, -0.95166)
H (1.33816, 9.41252, -0.94474)
H (0.87793, 8.19261, -0.17539)
O (3.19320, 7.99951, -0.81957)
H (3.54398, 8.88372, -0.71295)
H (3.39413, 7.76938, -1.72670)
O (1.87339, 10.77500, -2.93100)
H (2.31727, 11.60010, -2.73502)
H (1.92225, 10.27656, -2.11528)

The value obtained for the HOMO energy is -8.80 eV. As for the LUMO energy: -0.58 eV. Its charge is 0. Its HOMO-LUMO gap is 8.2106 eV.


<C>
7 unconnected molecules or ions with the total composition H14O7, computed with ωB97M-V/def2-TZVPD.

Cartesian coordinates (Å):
O (2.48084, 1.83348, 1.97602)
H (2.63959, 0.90728, 1.76129)
H (3.18529, 2.07023, 2.58920)
O (0.32172, 2.58969, 0.15151)
H (0.08970, 1.65160, 0.14991)
H (0.92329, 2.68807, 0.90373)
O (-0.38025, -0.43445, 0.27721)
H (-0.34486, -0.88066, -0.58414)
H (0.54475, -0.33717, 0.54602)
O (-0.90106, -0.44442, -2.62877)
H (-0.28140, -0.65987, -3.33654)
H (-0.80337, 0.51022, -2.49479)
O (2.84704, -1.25392, 0.91955)
H (2.48449, -2.12453, 0.71298)
H (2.99764, -0.83610, 0.06108)
O (-3.74351, -1.01586, -2.58074)
H (-3.71311, -0.43450, -3.34572)
H (-2.83723, -1.00517, -2.23359)
O (-2.22780, -0.94899, 2.43011)
H (-1.71818, -0.72394, 1.62993)
H (-1.56359, -1.15100, 3.09574)

The structure (SMILES) is O.O.O.O.O.O.O. The value obtained for the HOMO energy is -10.68 eV. As for the LUMO energy: -0.35 eV. Its charge is 0. Its HOMO-LUMO gap is 10.3336 eV.


<D>
7 unconnected molecules or ions with the total composition H14O7, computed with ωB97M-V/def2-TZVPD.

Cartesian coordinates (Å):
H (-0.42391, -0.23484, -0.35208)
H (0.62144, -0.17155, 0.78871)
H (-4.49372, -0.92747, 0.21259)
H (-3.43768, 0.25066, 0.31071)
H (-1.43259, 0.92018, 1.08263)
H (-2.43413, 2.14953, 0.93364)
H (1.27039, 1.08392, -0.65073)
H (2.32754, 2.25763, -0.45931)
H (-1.47627, -0.96500, -2.26577)
H (-2.44444, -1.07732, -1.06705)
H (4.61203, -0.10271, 0.08515)
H (3.30223, 0.30600, -0.71005)
H (2.52826, -1.01196, 0.89200)
H (1.58859, -2.19223, 1.26066)
O (0.04888, 0.37994, 0.23901)
O (-3.84176, -0.42261, -0.31188)
O (-2.39710, 1.23192, 1.17409)
O (2.09130, 1.49224, -1.06790)
O (-1.49377, -1.24100, -1.33209)
O (3.72462, -0.44080, -0.24147)
O (1.76009, -1.28454, 1.47917)

The structure (SMILES) is O.O.O.O.O.O.O. The value obtained for the HOMO energy is -11.29 eV. As for the LUMO energy: 0.66 eV. Its charge is 0. Its HOMO-LUMO gap is 11.9508 eV.


Relative energies in kJ/mol: <A> 168.1; <B> 632.6; <C> 112.7; <D> 0.0


<A>
7 unconnected molecules or ions with the total composition H14O7, computed with ωB97M-V/def2-TZVPD.

Cartesian coordinates (Å):
O (-21.79316, -0.81375, -3.74709)
H (-22.42944, -0.58755, -4.37780)
H (-22.14915, -0.62408, -2.87508)
O (-21.23705, 4.86124, -4.16614)
H (-21.80112, 5.37751, -3.57282)
H (-21.82896, 4.07812, -4.33089)
O (-22.52433, 2.51441, -4.00142)
H (-22.71636, 2.16329, -4.83208)
H (-23.01430, 1.93059, -3.42350)
O (-22.37782, 2.59880, -7.07929)
H (-22.44002, 3.54930, -7.07183)
H (-21.45032, 2.49860, -7.22852)
O (-19.90200, 1.95269, -3.85714)
H (-20.85530, 1.91665, -3.65246)
H (-19.89222, 1.92209, -4.80502)
O (-23.26858, -0.05497, -6.02030)
H (-23.21764, 0.59926, -6.71791)
H (-23.76580, -0.81934, -6.26026)
O (-23.09551, 4.06750, -0.69355)
H (-22.87922, 3.15467, -0.70396)
H (-22.75552, 4.50440, -1.46263)

The structure (SMILES) is O.O.O.O.O.O.O. The value obtained for the HOMO energy is -10.38 eV. As for the LUMO energy: -0.04 eV. Its charge is 0. Its HOMO-LUMO gap is 10.3355 eV.


<B>
A molecular structure, H14O7, computed with ωB97M-V/def2-TZVPD.

Cartesian coordinates (Å):
O (0.50247, 1.79499, 0.23395)
H (1.32567, 2.16082, 0.55758)
H (-0.16987, 2.18696, 0.79121)
O (-0.77403, -0.98488, -2.39649)
H (-0.75078, -0.75943, -1.46650)
H (-1.70241, -0.95468, -2.62761)
O (-0.05436, -0.11705, -0.23391)
H (-0.98876, 0.02667, -0.38385)
H (0.28183, 0.74084, 0.02537)
O (2.18941, 0.72635, 1.18688)
H (2.71352, 0.38775, 1.91276)
H (1.28988, 0.71336, 1.51384)
O (-2.03008, 0.16352, -0.96488)
H (-1.82788, 0.96113, -1.45392)
H (-2.65361, 0.44426, -0.29508)
O (0.90538, -1.61708, -1.03815)
H (0.04809, -2.03358, -1.12644)
H (0.71617, -0.75422, -0.66947)
O (0.36620, -0.64975, 2.23131)
H (0.33641, -1.38916, 2.83844)
H (0.27674, -1.04683, 1.36497)

The value obtained for the HOMO energy is -7.83 eV. As for the LUMO energy: -0.41 eV. Its charge is 0. Its HOMO-LUMO gap is 7.4217 eV.


<C>
6 unconnected molecules or ions with the total composition H14O7, computed with ωB97M-V/def2-TZVPD.

Cartesian coordinates (Å):
H (-0.33067, -0.18431, 0.16298)
H (-0.02160, -1.23797, -1.04178)
H (0.10440, 2.21565, 1.96671)
H (-0.05520, 3.57512, 2.64085)
H (2.57288, -1.22000, 0.79937)
H (2.18816, 0.12158, 1.09434)
H (-0.13465, -3.48627, 0.67604)
H (0.71621, -2.24949, 0.98051)
H (-4.18915, -2.42289, 0.40851)
H (-3.49516, -2.20548, -0.89476)
H (3.36038, 0.62592, -1.42976)
H (4.35365, 0.61183, -2.41120)
H (-1.89257, 2.51018, -1.39672)
H (-3.22225, 2.53678, -1.89583)
O (-0.42818, -1.09604, -0.11750)
O (-0.11998, 3.17014, 1.81652)
O (3.04178, -0.39955, 0.93337)
O (-0.06840, -2.53989, 0.57881)
O (-3.94615, -1.69654, -0.13405)
O (4.30545, 0.39305, -1.51170)
O (-2.73895, 2.97819, -1.22472)

The value obtained for the HOMO energy is -8.73 eV. As for the LUMO energy: -0.18 eV. Its charge is 0. Its HOMO-LUMO gap is 8.5433 eV.


Relative energies in kJ/mol: <A> 0.0; <B> 774.0; <C> 510.5